Below is C49H39CsN8O2P2S3Se2 as an isolated structure at a distorted geometry, with properties calculated with the ωB97M-V functional and the def2-TZVPD basis.

XYZ file:
```
106
Properties=species:S:1:pos:R:3:lowdin_charge:R:1
Cs -2.284 0.530 -1.318 0.88
C -8.830 0.581 -0.470 -0.51
S -8.248 2.039 -1.341 0.74
C -6.488 2.082 -0.977 -1.20
S -5.772 0.879 -0.034 0.42
N -6.010 3.180 -1.515 -0.16
N -4.628 3.331 -1.392 0.00
C -4.307 4.556 -1.255 -0.14
C -2.899 4.977 -1.193 -0.27
C -2.602 6.297 -0.844 -0.05
C -1.279 6.697 -0.774 -0.09
C -0.290 5.769 -1.056 -0.08
C -0.680 4.481 -1.406 -0.14
N -1.942 4.089 -1.483 0.11
H -9.916 0.572 -0.601 0.01
H -8.586 0.630 0.588 0.00
H -8.403 -0.331 -0.878 0.01
H -5.070 5.333 -1.165 0.11
H -3.408 6.985 -0.623 0.10
H -1.025 7.713 -0.495 0.09
H 0.761 6.020 -1.002 0.09
H 0.065 3.721 -1.620 0.11
O -1.306 -1.816 -1.504 -0.64
S -1.070 -2.129 -2.904 0.50
O -1.633 -3.381 -3.375 -0.32
N -1.468 -0.848 -3.702 -0.26
C -1.611 -0.795 -5.051 -0.28
C -1.234 -1.748 -5.985 -0.03
C -1.413 -1.529 -7.362 -0.11
C -1.966 -0.376 -7.850 -0.09
C -2.373 0.628 -6.937 -0.18
C -2.964 1.844 -7.351 -0.04
C -3.350 2.764 -6.419 -0.07
C -3.134 2.466 -5.053 -0.14
N -2.583 1.360 -4.637 0.11
C -2.201 0.431 -5.549 -0.16
C 0.707 -2.320 -3.055 -0.27
C 1.291 -3.489 -2.590 -0.08
C 2.665 -3.639 -2.644 -0.09
C 3.453 -2.627 -3.178 -0.12
C 2.865 -1.459 -3.637 -0.09
C 1.488 -1.299 -3.568 -0.08
H -0.809 -2.684 -5.652 0.10
H -1.098 -2.309 -8.046 0.09
H -2.104 -0.215 -8.913 0.09
H -3.108 2.026 -8.411 0.10
H -3.816 3.700 -6.698 0.09
H -3.436 3.173 -4.285 0.10
H 0.666 -4.260 -2.159 0.10
H 3.126 -4.535 -2.245 0.10
H 4.531 -2.744 -3.213 0.09
H 3.480 -0.655 -4.025 0.10
H 1.013 -0.379 -3.881 0.11
Se 1.001 -4.231 1.257 0.31
P 2.170 -2.519 1.668 0.56
C 2.338 -2.197 3.452 -0.35
C 1.700 -2.999 4.387 -0.12
C 1.889 -2.767 5.741 -0.09
C 2.701 -1.726 6.163 -0.09
C 3.346 -0.924 5.230 -0.08
C 3.178 -1.173 3.879 -0.09
C 3.920 -2.800 1.231 -0.33
C 4.563 -2.251 0.128 -0.07
C 5.885 -2.589 -0.137 -0.09
C 6.567 -3.475 0.681 -0.11
C 5.922 -4.032 1.779 -0.10
C 4.608 -3.697 2.049 -0.10
C 1.666 -0.971 0.910 -0.41
C 0.905 0.168 1.237 -0.47
N 0.876 0.940 0.133 -0.04
N 1.550 0.323 -0.814 -0.05
N 2.028 -0.824 -0.380 -0.01
P 0.022 0.819 2.655 0.52
Se -1.619 2.064 2.230 0.26
C 1.288 1.693 3.639 -0.33
C 0.938 2.319 4.836 -0.11
C 1.882 3.026 5.562 -0.09
C 3.178 3.155 5.079 -0.10
C 3.517 2.586 3.862 -0.09
C 2.577 1.860 3.145 -0.10
C -0.534 -0.649 3.577 -0.34
C -1.055 -1.703 2.831 -0.11
C -1.655 -2.778 3.469 -0.09
C -1.753 -2.802 4.851 -0.09
C -1.230 -1.756 5.599 -0.10
C -0.620 -0.687 4.966 -0.09
H 1.052 -3.793 4.034 0.06
H 1.375 -3.386 6.466 0.10
H 2.830 -1.535 7.222 0.10
H 3.972 -0.099 5.551 0.10
H 3.699 -0.569 3.147 0.10
H 4.018 -1.587 -0.526 0.07
H 6.374 -2.157 -1.001 0.10
H 7.596 -3.737 0.464 0.09
H 6.442 -4.732 2.421 0.09
H 4.106 -4.142 2.900 0.10
H -0.090 2.286 5.173 0.09
H 1.599 3.499 6.495 0.10
H 3.911 3.723 5.639 0.09
H 4.516 2.710 3.462 0.10
H 2.835 1.430 2.186 0.10
H -0.996 -1.699 1.748 0.10
H -2.036 -3.595 2.871 0.10
H -2.231 -3.639 5.346 0.10
H -1.289 -1.777 6.681 0.10
H -0.204 0.112 5.563 0.09
```

## Properties
- Highest occupied orbital energy: -2.417 eV
- 2S+1: 1
- Energy relative to the best compared isomer or geometry (same formula, charge and spin): 10.34 kcal per mole
- Net charge: -2
- Lowest unoccupied orbital energy: 0.13290 hartree

Below is a 5-piece molecular cluster, C23H33FN3O15 overall at a distorted geometry, with properties calculated with the ωB97M-V functional and the def2-TZVPD basis.

XYZ file:
```
75
Properties=species:S:1:pos:R:3:lowdin_charge:R:1
C -3.905 3.005 1.038 0.01
C -3.196 1.716 1.809 -0.24
O -1.860 1.588 1.597 -0.03
O -3.889 0.779 2.706 0.00
C -4.448 -0.378 1.991 -0.18
O -5.793 -0.379 1.773 0.03
C -3.634 -1.703 1.473 -0.03
N -2.174 -1.479 1.153 -0.06
C -1.245 -1.721 2.325 0.08
C 0.219 -1.446 1.619 0.12
N 0.019 -1.072 0.141 0.01
F 1.003 -0.762 -0.769 0.08
C -1.471 -1.103 -0.140 -0.06
N -2.230 -0.833 -1.453 0.11
H -3.054 3.838 0.983 0.10
H -4.761 3.403 1.730 0.11
H -4.227 2.775 -0.065 0.10
H -3.712 -2.510 2.325 0.15
H -4.139 -2.132 0.499 0.17
H -1.466 -2.043 3.441 0.16
H 1.236 -1.561 2.218 0.13
H -3.014 -0.171 -1.264 0.10
H -2.605 -1.776 -1.715 0.11
C -0.411 7.405 -0.280 -0.01
C -0.778 5.985 -0.658 -0.35
C -0.057 5.483 -1.872 -0.12
O -0.950 4.503 -2.372 0.01
C -2.201 4.886 -1.976 -0.50
O -3.236 4.393 -2.389 0.13
O -2.137 5.899 -1.058 0.08
H -0.953 7.708 0.623 0.09
H 0.662 7.500 -0.090 0.10
H -0.697 8.112 -1.067 0.10
H -0.635 5.317 0.200 0.16
H 0.910 5.036 -1.625 0.15
H 0.088 6.246 -2.644 0.15
C 5.292 -1.534 -2.144 -0.01
C 5.400 -1.835 -0.663 -0.34
C 5.434 -3.300 -0.351 -0.11
O 4.916 -3.342 0.967 0.07
C 4.089 -2.260 1.089 -0.49
O 3.320 -2.081 2.016 0.10
O 4.239 -1.406 0.030 0.08
H 5.292 -0.451 -2.310 0.06
H 6.127 -1.971 -2.699 0.10
H 4.352 -1.912 -2.559 0.09
H 6.263 -1.313 -0.234 0.17
H 6.448 -3.709 -0.382 0.15
H 4.785 -3.902 -0.998 0.14
C 0.598 3.016 -4.119 -0.01
C 1.988 2.654 -4.602 -0.34
C 2.067 1.302 -5.242 -0.11
O 3.421 0.944 -5.029 0.07
C 3.816 1.595 -3.892 -0.49
O 4.854 1.372 -3.295 0.12
O 2.888 2.526 -3.513 0.09
H 0.599 4.019 -3.681 0.06
H -0.125 2.996 -4.941 0.11
H 0.260 2.332 -3.332 0.10
H 2.372 3.437 -5.267 0.17
H 1.838 1.334 -6.311 0.15
H 1.430 0.551 -4.762 0.14
C -0.490 -5.254 5.448 -0.01
C -1.847 -5.256 4.776 -0.36
C -2.419 -6.627 4.583 -0.11
O -3.272 -6.447 3.467 0.08
C -2.741 -5.417 2.740 -0.51
O -3.094 -5.113 1.615 0.12
O -1.757 -4.776 3.443 0.05
H -0.134 -4.226 5.579 0.09
H -0.533 -5.735 6.429 0.10
H 0.259 -5.766 4.833 0.10
H -2.540 -4.604 5.323 0.16
H -2.987 -6.967 5.454 0.15
H -1.669 -7.383 4.328 0.15
```

## Properties
- Highest occupied orbital energy: -12.638 eV
- 2S+1: 1
- Net charge: +1
- Lowest unoccupied orbital energy: -0.13264 hartree

Below is a 2-piece molecular cluster, C5H12N2 overall at a distorted geometry, with properties calculated with the ωB97M-V functional and the def2-TZVPD basis.

XYZ file:
```
19
Properties=species:S:1:pos:R:3:lowdin_charge:R:1
N 0.118 0.230 1.317 -0.05
C 1.015 1.208 0.904 -0.25
C 1.859 0.427 -0.159 -0.16
C 0.884 -0.617 -0.720 -0.20
C -0.299 -0.693 0.204 -0.37
C -1.529 -0.098 -0.416 -0.39
N -2.544 0.409 0.393 0.11
H -0.664 0.798 1.673 0.10
H 1.820 1.352 1.711 0.13
H 0.591 2.130 0.601 0.10
H 2.247 1.035 -1.015 0.11
H 2.757 -0.061 0.198 0.10
H 1.455 -1.496 -0.889 0.09
H 0.652 -0.295 -1.819 0.13
H -0.379 -1.668 0.632 0.11
H -2.292 -0.785 -0.607 0.05
H -1.244 0.432 -1.362 0.13
H -1.282 -2.060 -1.508 0.19
H -3.162 -0.250 0.862 0.07
```

## Properties
- Highest occupied orbital energy: -8.328 eV
- 2S+1: 1
- Energy relative to the best compared isomer or geometry (same formula, charge and spin): 198.94 kcal per mole
- Lowest unoccupied orbital energy: -0.08394 hartree

Below is a 2-piece molecular cluster, C6H17NSi overall at a distorted geometry, with properties calculated with the ωB97M-V functional and the def2-TZVPD basis.

XYZ file:
```
25
Properties=species:S:1:pos:R:3:lowdin_charge:R:1
C -1.409 1.895 0.040 -0.07
C 0.638 1.869 -1.535 -0.10
C -1.232 -1.399 2.299 -0.12
C 2.685 -2.123 0.448 -0.25
C -1.218 0.279 -1.883 0.01
C -0.914 1.630 -1.413 -0.51
N 0.145 -1.114 1.703 -0.24
Si 0.747 -1.858 0.276 0.66
H -1.107 2.919 0.171 0.07
H -0.879 1.247 0.648 0.02
H -2.530 1.751 -0.092 0.11
H 0.710 2.908 -1.581 0.04
H 1.250 1.432 -2.369 0.09
H 1.027 1.576 -0.609 0.03
H -1.911 -0.761 1.846 0.03
H -1.473 -2.454 2.094 0.07
H -1.190 -1.207 3.312 0.05
H 3.022 -1.185 0.316 -0.06
H 2.960 -2.558 1.442 0.03
H 3.088 -2.751 -0.378 0.02
H -1.986 -0.374 -1.575 0.03
H -0.489 -0.112 -2.520 0.01
H -1.315 2.505 -2.121 0.16
H 0.763 -0.867 2.385 0.01
H -0.181 -2.715 -0.542 -0.08
```

## Properties
- Highest occupied orbital energy (spin up / spin down): -7.437 / -5.847 eV
- 2S+1: 1
- Energy relative to the best compared isomer or geometry (same formula, charge and spin): 106.93 kcal per mole
- Lowest unoccupied orbital energy (spin up / spin down): 0.02136 / 0.02317 hartree

Below is C3H7Br2Na3O as an isolated structure at a distorted geometry, with properties calculated with the ωB97M-V functional and the def2-TZVPD basis.

XYZ file:
```
16
Properties=species:S:1:pos:R:3:lowdin_charge:R:1
Na -15.028 9.419 5.001 0.84
Na -15.341 4.616 7.462 0.86
Na -12.011 6.014 3.510 0.90
C -17.898 5.336 3.473 -0.35
O -16.534 5.536 3.703 -0.44
H -18.381 6.300 3.313 0.05
H -18.141 4.654 2.658 0.07
H -18.448 4.959 4.336 0.04
Br -16.177 10.541 -0.256 0.55
C -14.577 9.732 -1.179 -0.64
C -14.872 8.238 -1.516 -0.68
Br -13.300 7.458 -2.383 0.62
H -13.716 9.828 -0.517 0.04
H -14.377 10.312 -2.080 0.06
H -15.739 8.184 -2.173 0.06
H -14.941 7.644 -0.604 0.03
```

## Properties
- Highest occupied orbital energy: -12.090 eV
- 2S+1: 1
- Energy relative to the best compared isomer or geometry (same formula, charge and spin): 81.63 kcal per mole
- Net charge: +2
- Lowest unoccupied orbital energy: -0.31173 hartree

Below is C5H10ClNS as an isolated structure at a distorted geometry, with properties calculated with the ωB97M-V functional and the def2-TZVPD basis.

XYZ file:
```
18
Properties=species:S:1:pos:R:3:lowdin_charge:R:1
C -2.202 0.543 -0.668 -0.11
C -0.003 -0.428 -0.345 -0.37
C 0.902 -1.445 0.363 -0.17
C 1.911 -0.350 0.625 -0.65
C 0.759 0.600 0.462 -0.73
H -3.217 0.261 -0.599 0.06
H -2.015 1.450 -0.070 0.07
H -1.829 0.663 -1.682 0.08
H -1.832 -1.377 -0.466 0.10
H 0.357 -0.373 -1.361 0.13
H 1.065 -2.395 -0.110 0.11
H 0.470 -1.782 1.314 0.12
H 2.500 -0.381 1.507 0.09
H 0.378 0.508 1.522 0.14
H -0.043 2.877 0.265 -0.14
N -1.439 -0.546 -0.036 -0.07
S 1.167 2.286 0.028 0.74
Cl 3.071 -0.110 -0.749 0.58
```

## Properties
- Highest occupied orbital energy: -9.113 eV
- 2S+1: 1
- Energy relative to the best compared isomer or geometry (same formula, charge and spin): 23.90 kcal per mole
- Lowest unoccupied orbital energy: 0.03029 hartree

Q: Which formula does entry 2 have?
A: C23H33FN3O15

Q: What is the formula in the fifth record?
A: C3H7Br2Na3O

Q: Look up the 2S+1 of the third one.
A: 1

Repeat the second record exactly.
Below is a 5-piece molecular cluster, C23H33FN3O15 overall at a distorted geometry, with properties calculated with the ωB97M-V functional and the def2-TZVPD basis.

XYZ file:
```
75
Properties=species:S:1:pos:R:3:lowdin_charge:R:1
C -3.905 3.005 1.038 0.01
C -3.196 1.716 1.809 -0.24
O -1.860 1.588 1.597 -0.03
O -3.889 0.779 2.706 0.00
C -4.448 -0.378 1.991 -0.18
O -5.793 -0.379 1.773 0.03
C -3.634 -1.703 1.473 -0.03
N -2.174 -1.479 1.153 -0.06
C -1.245 -1.721 2.325 0.08
C 0.219 -1.446 1.619 0.12
N 0.019 -1.072 0.141 0.01
F 1.003 -0.762 -0.769 0.08
C -1.471 -1.103 -0.140 -0.06
N -2.230 -0.833 -1.453 0.11
H -3.054 3.838 0.983 0.10
H -4.761 3.403 1.730 0.11
H -4.227 2.775 -0.065 0.10
H -3.712 -2.510 2.325 0.15
H -4.139 -2.132 0.499 0.17
H -1.466 -2.043 3.441 0.16
H 1.236 -1.561 2.218 0.13
H -3.014 -0.171 -1.264 0.10
H -2.605 -1.776 -1.715 0.11
C -0.411 7.405 -0.280 -0.01
C -0.778 5.985 -0.658 -0.35
C -0.057 5.483 -1.872 -0.12
O -0.950 4.503 -2.372 0.01
C -2.201 4.886 -1.976 -0.50
O -3.236 4.393 -2.389 0.13
O -2.137 5.899 -1.058 0.08
H -0.953 7.708 0.623 0.09
H 0.662 7.500 -0.090 0.10
H -0.697 8.112 -1.067 0.10
H -0.635 5.317 0.200 0.16
H 0.910 5.036 -1.625 0.15
H 0.088 6.246 -2.644 0.15
C 5.292 -1.534 -2.144 -0.01
C 5.400 -1.835 -0.663 -0.34
C 5.434 -3.300 -0.351 -0.11
O 4.916 -3.342 0.967 0.07
C 4.089 -2.260 1.089 -0.49
O 3.320 -2.081 2.016 0.10
O 4.239 -1.406 0.030 0.08
H 5.292 -0.451 -2.310 0.06
H 6.127 -1.971 -2.699 0.10
H 4.352 -1.912 -2.559 0.09
H 6.263 -1.313 -0.234 0.17
H 6.448 -3.709 -0.382 0.15
H 4.785 -3.902 -0.998 0.14
C 0.598 3.016 -4.119 -0.01
C 1.988 2.654 -4.602 -0.34
C 2.067 1.302 -5.242 -0.11
O 3.421 0.944 -5.029 0.07
C 3.816 1.595 -3.892 -0.49
O 4.854 1.372 -3.295 0.12
O 2.888 2.526 -3.513 0.09
H 0.599 4.019 -3.681 0.06
H -0.125 2.996 -4.941 0.11
H 0.260 2.332 -3.332 0.10
H 2.372 3.437 -5.267 0.17
H 1.838 1.334 -6.311 0.15
H 1.430 0.551 -4.762 0.14
C -0.490 -5.254 5.448 -0.01
C -1.847 -5.256 4.776 -0.36
C -2.419 -6.627 4.583 -0.11
O -3.272 -6.447 3.467 0.08
C -2.741 -5.417 2.740 -0.51
O -3.094 -5.113 1.615 0.12
O -1.757 -4.776 3.443 0.05
H -0.134 -4.226 5.579 0.09
H -0.533 -5.735 6.429 0.10
H 0.259 -5.766 4.833 0.10
H -2.540 -4.604 5.323 0.16
H -2.987 -6.967 5.454 0.15
H -1.669 -7.383 4.328 0.15
```

## Properties
- Highest occupied orbital energy: -12.638 eV
- 2S+1: 1
- Net charge: +1
- Lowest unoccupied orbital energy: -0.13264 hartree